# 1
# C5H27NO11

A 10-piece molecular cluster, C5H27NO11 overall in a non-equilibrium geometry (the ωB97M-V functional and the def2-TZVPD basis, OMol25).

Computed properties:
* multiplicity: 1
* DFT total energy: -29636.03029 eV
* SMILES string: CCCC(=O)NC=O.O.O.O.O.O.O.O.O.O

Positions of all 44 atoms, in Å:
O 0.79485 -0.40269 0.21776
C -0.27436 -0.85589 0.59182
N -1.17346 0.08778 1.17808
C -2.46685 -0.20871 1.61940
O -3.20952 0.76065 1.65065
C -0.50290 -2.29996 0.71409
C 0.50080 -3.04425 1.65657
C 1.80071 -3.24087 0.89563
H -0.69582 0.94060 1.49809
H -2.87382 -1.25700 1.56815
H -0.52725 -2.85477 -0.22243
H -1.44624 -2.58112 1.16810
H 0.59479 -2.55606 2.62115
H 0.02908 -3.98078 1.91999
H 2.63525 -2.71746 1.40240
H 1.82703 -2.95653 -0.15673
H 2.01746 -4.31904 0.80696
H 0.75830 2.86327 1.67098
H 1.56606 1.70444 2.45510
O 0.85563 1.91239 1.84374
H -0.50776 2.18635 -1.54091
H 0.55912 1.77552 -2.50292
O -0.27490 1.45712 -2.13872
H 1.15187 -0.46454 -3.06808
H 1.54544 -0.73875 -1.58150
O 1.89619 -0.65076 -2.48518
H -2.82990 0.17732 -2.25541
H -1.31460 0.15501 -2.58778
O -2.14148 -0.35412 -2.68655
H -1.37184 4.15907 -1.09872
H 0.17329 3.74172 -0.71130
O -0.43985 4.19452 -1.30312
H 3.03451 2.61492 -1.08587
H 2.00693 1.60033 -0.38887
O 2.24665 2.52329 -0.55321
H 3.03787 0.49448 1.10350
H 4.07652 1.49371 1.34585
O 3.46512 0.94020 1.85269
H -2.31413 -1.93509 -2.17219
H -3.08940 -3.19537 -1.78391
O -2.29826 -2.69125 -1.52020
H -2.61761 2.98113 1.19974
H -2.16980 1.79272 0.40044
O -2.03373 2.74848 0.46275

Table of natural (NBO) atomic charges, one value per atom, all in e:
1 O -0.64
2 C 0.74
3 N -0.71
4 C 0.53
5 O -0.60
6 C -0.53
7 C -0.37
8 C -0.63
9 H 0.47
10 H 0.17
11 H 0.28
12 H 0.21
13 H 0.20
14 H 0.21
15 H 0.22
16 H 0.22
17 H 0.21
18 H 0.50
19 H 0.51
20 O -0.98
21 H 0.50
22 H 0.49
23 O -0.99
24 H 0.47
25 H 0.49
26 O -0.97
27 H 0.48
28 H 0.51
29 O -0.98
30 H 0.50
31 H 0.49
32 O -0.98
33 H 0.48
34 H 0.50
35 O -0.98
36 H 0.48
37 H 0.47
38 O -0.94
39 H 0.50
40 H 0.46
41 O -1.00
42 H 0.49
43 H 0.49
44 O -0.99



# 2
# C16H33BN3O5

A 2-piece molecular cluster, C16H33BN3O5 overall in a non-equilibrium geometry (the ωB97M-V functional and the def2-TZVPD basis, OMol25).

Computed properties:
* multiplicity: 1
* net charge: +1
* DFT total energy: -32505.65661 eV

Positions of all 58 atoms, in Å:
C 5.38004 -2.40639 1.82192
C 6.11704 -1.52929 0.74468
O 7.24486 -0.84186 1.31157
C 5.17666 -0.54677 -0.07522
N 3.99747 -0.03274 0.65644
C 2.79539 -0.87820 0.35904
C 1.88729 -0.10898 -0.66960
O 0.75170 -0.85962 -1.20659
C 0.51622 -2.03936 -0.56636
C 1.11373 -3.25969 -1.19149
C 0.94389 -4.54462 -0.55650
N 0.23781 -4.63482 0.63184
C -0.34822 -3.55102 1.23597
C -0.24314 -2.18636 0.69432
O -0.80723 -1.09065 1.31545
B -2.20172 -1.24172 1.59710
O -2.76365 -0.36408 2.54994
O -3.07164 -2.17068 1.00220
H 4.88282 -1.76990 2.61714
H 4.56612 -3.01371 1.34613
H 6.09649 -3.06600 2.39094
H 6.55268 -2.25261 -0.00769
H 6.91627 -0.00014 1.67318
H 5.81757 0.34998 -0.33792
H 4.91978 -1.01528 -1.06853
H 4.15584 0.00399 1.66381
H 3.20856 -1.85363 -0.03138
H 2.27653 -1.01736 1.35276
H 2.55285 0.33341 -1.45402
H 1.44609 0.76865 -0.10871
H 1.68745 -3.15833 -2.14022
H 1.36493 -5.48095 -0.99304
H 0.12881 -5.54262 1.08785
H -0.90763 -3.66366 2.19144
H -2.07189 -0.28288 3.23660
H -3.33903 -2.81652 1.68452
C -3.51893 5.41963 -1.62074
C -2.80281 4.07973 -1.51262
N -3.20005 3.29698 -0.35094
C -2.32515 2.16312 -0.09531
C -2.27311 1.04952 -1.14481
C -4.62582 3.02756 -0.21477
C -5.32660 2.29585 -1.36170
H -3.39772 6.00657 -0.70765
H -3.10195 5.99637 -2.44861
H -4.58549 5.29693 -1.81692
H -1.73132 4.29524 -1.43817
H -2.94628 3.52498 -2.45009
H -2.58274 1.72386 0.87428
H -1.30702 2.54893 0.03748
H -3.16790 0.42579 -1.11748
H -1.42274 0.39160 -0.93899
H -2.14543 1.43595 -2.15685
H -5.13878 3.98157 -0.05941
H -4.80136 2.47706 0.71496
H -5.04761 2.68816 -2.34139
H -6.40912 2.41373 -1.26307
H -5.12284 1.22528 -1.34474

Table of natural (NBO) atomic charges, one value per atom, all in e:
1 C -0.65
2 C 0.08
3 O -0.70
4 C -0.27
5 N -0.64
6 C -0.27
7 C -0.09
8 O -0.50
9 C 0.42
10 C -0.25
11 C 0.05
12 N -0.45
13 C 0.04
14 C 0.25
15 O -0.67
16 B 1.29
17 O -0.87
18 O -0.91
19 H 0.19
20 H 0.19
21 H 0.25
22 H 0.18
23 H 0.46
24 H 0.22
25 H 0.20
26 H 0.37
27 H 0.19
28 H 0.20
29 H 0.23
30 H 0.21
31 H 0.28
32 H 0.26
33 H 0.45
34 H 0.25
35 H 0.50
36 H 0.51
37 C -0.62
38 C -0.21
39 N -0.45
40 C -0.21
41 C -0.65
42 C -0.22
43 C -0.64
44 H 0.21
45 H 0.22
46 H 0.20
47 H 0.19
48 H 0.16
49 H 0.19
50 H 0.18
51 H 0.20
52 H 0.20
53 H 0.22
54 H 0.20
55 H 0.20
56 H 0.21
57 H 0.22
58 H 0.20



Number 1: orbital gap 10.7 eV. Number 2: orbital gap 5.2 eV.